{"formula": "C34H56IrN3O3Si4", "method": "ωB97M-V/def2-TZVPD", "relative_energy_ev": 0.006, "e_lumo_ev": 0.193, "e_tot_ha": -2981.57120, "spin_multiplicity": 1, "species": ["Ir", "C", "N", "C", "C", "C", "C", "C", "C", "C", "N", "C", "C", "C", "C", "C", "C", "N", "C", "C", "H", "H", "H", "H", "H", "H", "H", "H", "H", "H", "H", "H", "H", "H", "H", "H", "H", "H", "H", "H", "C", "O", "C", "C", "C", "C", "C", "C", "O", "C", "O", "C", "H", "H", "H", "H", "H", "H", "H", "H", "H", "C", "Si", "C", "C", "Si", "Si", "C", "C", "C", "Si", "C", "C", "C", "H", "H", "H", "H", "H", "H", "H", "H", "H", "H", "H", "H", "H", "H", "H", "H", "H", "H", "H", "H", "H", "H", "H", "H", "H", "H", "H"], "xyz": [[-0.65649, -0.17559, -0.33393], [-3.11209, -1.62642, -0.11010], [-2.01480, -1.24508, 0.81569], [-1.42936, -2.49999, 1.33827], [-2.58727, -0.36548, 1.85309], [-3.33996, -0.83649, 2.91022], [-4.01800, 0.05562, 3.73297], [-3.97146, 1.41269, 3.42831], [-3.22093, 1.89391, 2.37050], [-2.46029, 1.01244, 1.58114], [-1.62251, 1.35702, 0.57433], [-1.58017, 2.63994, 0.00897], [-1.15311, 3.75109, 0.72148], [-0.99530, 4.98332, 0.10002], [-1.25547, 5.11022, -1.25572], [-1.73839, 4.01907, -1.96812], [-1.93298, 2.79514, -1.34615], [-2.58519, 1.70954, -2.01789], [-4.00683, 1.74072, -1.68955], [-2.39626, 1.67319, -3.45529], [-3.85797, -2.20644, 0.43652], [-3.57256, -0.72578, -0.49467], [-2.69476, -2.21926, -0.92418], [-2.18580, -3.10339, 1.84473], [-1.03011, -3.05409, 0.49445], [-0.62660, -2.26277, 2.02506], [-3.41597, -1.90089, 3.09591], [-4.58523, -0.30422, 4.57963], [-4.52377, 2.11902, 4.03606], [-3.19941, 2.95779, 2.16857], [-0.90933, 3.62946, 1.77100], [-0.64390, 5.83164, 0.67337], [-1.11177, 6.05898, -1.75590], [-1.99158, 4.13361, -3.01694], [-4.49562, 2.62711, -2.11983], [-4.49916, 0.85537, -2.09308], [-4.14355, 1.76807, -0.60775], [-2.93755, 2.47216, -3.98660], [-1.33779, 1.76762, -3.68716], [-2.75269, 0.71610, -3.83747], [-0.10439, -5.70715, -4.48361], [0.20532, -4.55221, -5.24603], [0.27485, -3.37289, -4.59494], [0.60863, -2.26302, -5.40564], [0.73835, -1.04150, -4.82525], [0.52479, -0.81444, -3.43805], [0.73879, 0.50136, -2.89815], [1.41296, 1.56126, -3.73618], [0.39173, 0.90405, -1.76522], [0.12091, -1.93629, -2.63869], [-0.16890, -1.88754, -1.38380], [0.03929, -3.21436, -3.25350], [-0.09681, -6.53863, -5.18208], [-1.09319, -5.62273, -4.02694], [0.64294, -5.87545, -3.70507], [0.76308, -2.41516, -6.46419], [0.98966, -0.20706, -5.46362], [2.08573, 1.15580, -4.48401], [1.96868, 2.22167, -3.07756], [0.65160, 2.16699, -4.23755], [-0.23255, -4.03999, -2.61221], [1.94353, 3.28883, 2.11884], [2.51730, 1.81050, 1.10449], [2.77837, 2.53447, -0.61076], [4.27254, 1.43450, 1.71022], [1.13875, -0.14636, 1.20230], [2.59808, -1.89630, 0.57022], [1.76895, -3.57481, 0.34001], [3.43084, -1.45009, -1.06303], [3.94417, -2.25601, 1.85033], [0.77021, -0.36298, 3.56735], [2.41758, -0.30939, 4.49555], [-0.26446, 1.03204, 4.29312], [0.01476, -1.97658, 4.20800], [2.76941, 4.00630, 2.14608], [1.66973, 3.05427, 3.14676], [1.09724, 3.77950, 1.63813], [3.41555, 3.41647, -0.49175], [1.83424, 2.85064, -1.05362], [3.28561, 1.84581, -1.28963], [4.90358, 2.26428, 1.37713], [4.69379, 0.52153, 1.29562], [4.34948, 1.38736, 2.79755], [0.97818, -3.54904, -0.40719], [1.34918, -3.94170, 1.28108], [2.52961, -4.29378, 0.01959], [2.72013, -1.49670, -1.89299], [4.23650, -2.15999, -1.27115], [3.86206, -0.44682, -1.04418], [3.52186, -2.77359, 2.71290], [4.46797, -1.37714, 2.21858], [4.68145, -2.92594, 1.39700], [3.11711, 0.46096, 4.17065], [2.93251, -1.26908, 4.45275], [2.16826, -0.11448, 5.54337], [0.30591, 1.96076, 4.32964], [-0.52932, 0.77216, 5.32267], [-1.19115, 1.21716, 3.74635], [0.51522, -2.86271, 3.80866], [-1.05731, -2.06728, 4.03094], [0.17307, -1.97440, 5.29079]]}

---

{"formula": "C34H57F5N6O6P", "method": "ωB97M-V/def2-TZVPD", "e_lumo_ev": -5.550, "total_charge": 1, "e_tot_ha": -2949.55466, "spin_multiplicity": 1, "species": ["C", "C", "O", "C", "C", "O", "C", "C", "C", "C", "C", "C", "C", "C", "C", "C", "F", "F", "C", "C", "C", "C", "C", "C", "F", "F", "F", "C", "N", "P", "N", "C", "N", "N", "H", "H", "H", "H", "H", "H", "H", "H", "H", "H", "H", "H", "H", "H", "H", "H", "H", "H", "H", "H", "H", "H", "H", "H", "H", "H", "H", "C", "O", "C", "C", "N", "C", "C", "O", "C", "H", "H", "H", "H", "H", "H", "H", "H", "H", "H", "H", "H", "H", "H", "H", "C", "O", "C", "C", "N", "C", "C", "O", "C", "H", "H", "H", "H", "H", "H", "H", "H", "H", "H", "H", "H", "H", "H", "H"], "xyz": [[8.20429, 1.38949, 0.46106], [6.67006, 1.81067, 0.70067], [6.34538, 3.17489, 0.32283], [6.95603, 3.55553, -0.92848], [6.19208, 4.73585, -1.70836], [4.79819, 4.90237, -1.34532], [3.94762, 3.95646, -2.04798], [2.62782, 3.75985, -1.17254], [1.25839, 3.74491, -1.99698], [1.21921, 2.44142, -2.96773], [2.20794, 1.24213, -2.84835], [2.08389, 0.00516, -3.80985], [1.00569, -0.08775, -4.93789], [0.04367, 1.12029, -5.08615], [0.15729, 2.32744, -4.12958], [-0.02579, 3.61795, -1.05491], [-0.13095, 4.68825, -0.07805], [-1.27358, 3.62709, -1.75964], [-0.02022, 2.26269, -0.16824], [0.50946, 2.40762, 1.30281], [0.53165, 1.17788, 2.28193], [0.06002, -0.23686, 1.77739], [-0.44523, -0.30992, 0.32005], [-0.94293, -1.72107, -0.28939], [0.13466, -2.14474, -1.15632], [-1.04413, -2.73576, 0.71295], [-2.08812, -1.59010, -1.13227], [-0.52694, 0.89402, -0.66950], [1.26147, 4.92528, -2.92497], [1.58788, 6.47963, -2.11284], [0.36718, 7.48444, -2.46543], [2.39916, 4.70148, -3.83653], [2.16186, 4.94625, -5.16868], [3.74235, 4.26917, -3.49148], [8.28746, 1.08975, -0.65528], [8.47285, 0.45387, 1.05457], [8.94720, 2.25550, 0.59419], [6.00862, 1.07427, 0.11949], [6.45147, 1.66383, 1.82492], [8.03766, 3.86947, -0.72069], [6.98146, 2.64893, -1.65336], [6.33878, 4.59117, -2.83481], [6.72122, 5.71992, -1.41046], [4.51998, 2.94919, -2.00804], [2.65128, 4.52333, -0.30358], [2.70424, 2.73218, -0.64482], [3.02523, 1.20436, -2.05454], [2.78192, -0.89805, -3.71206], [0.93838, -1.01561, -5.60871], [-0.75922, 1.08720, -5.90969], [-0.59115, 3.18971, -4.29481], [0.87723, 3.39218, 1.75185], [0.88331, 1.27155, 3.37274], [0.08559, -1.13270, 2.49617], [-0.92782, 0.77520, -1.72840], [1.63469, 6.40614, -0.68588], [2.84878, 6.96327, -2.61193], [0.78501, 8.28938, -2.97914], [2.60614, 5.81122, -5.53436], [1.65313, 4.28134, -5.77069], [4.41068, 5.00827, -3.79307], [-3.34591, -7.17539, 0.27140], [-4.00719, -6.09832, -0.37553], [-3.17443, -4.94798, -0.53232], [-2.90957, -4.68639, -2.00849], [-2.03695, -5.71058, -2.58495], [-1.93577, -5.63638, -4.04338], [-3.20660, -5.94207, -4.85003], [-3.64085, -7.29324, -4.74460], [-4.50980, -7.55048, -3.65149], [-4.07542, -7.97017, 0.43638], [-2.54114, -7.56955, -0.35494], [-2.94786, -6.86185, 1.24069], [-2.23531, -5.03740, 0.02612], [-3.72632, -4.09842, -0.11814], [-2.43407, -3.70733, -2.11524], [-3.87698, -4.66308, -2.52096], [-2.39436, -6.62690, -2.33456], [-1.16947, -6.36027, -4.33914], [-1.55782, -4.64741, -4.32587], [-2.96140, -5.79171, -5.90700], [-4.02438, -5.24614, -4.63111], [-5.13323, -6.68821, -3.40061], [-3.93625, -7.87269, -2.77927], [-5.16537, -8.37786, -3.93221], [-0.62049, 0.34180, 5.83650], [-1.84407, 0.52185, 5.14055], [-2.25866, -0.64883, 4.43281], [-3.55273, -1.19596, 5.03508], [-3.31233, -1.76885, 6.36006], [-4.54146, -2.09855, 7.08498], [-5.44187, -0.92756, 7.50534], [-4.85317, -0.07308, 8.48045], [-4.06778, 0.98045, 7.94487], [-0.33016, 1.30292, 6.26504], [-0.73888, -0.37767, 6.65062], [0.17011, 0.01091, 5.15563], [-1.47510, -1.41611, 4.40606], [-2.45452, -0.34088, 3.40088], [-3.95861, -1.96910, 4.37490], [-4.27154, -0.37177, 5.08697], [-2.78142, -1.10502, 6.91452], [-4.23447, -2.62736, 7.99291], [-5.12686, -2.80930, 6.49178], [-6.32712, -1.35809, 7.98504], [-5.81527, -0.35261, 6.65032], [-4.43541, 1.32488, 6.97452], [-3.02201, 0.67260, 7.86893], [-4.10916, 1.81828, 8.64459]]}

---

Number 1: E_HOMO -6.66 eV, maximum force 0.604 eV Å⁻¹. Number 2: E_HOMO -9.87 eV, maximum force 5.441 eV Å⁻¹.